No. 1
Computed, not measured: 9 unconnected molecules or ions with the total composition C42H42Br6N6O12 at a distorted geometry, with ωB97M-V/def2-TZVPD.

Properties
Structure (SMILES): O=[N+]([O-])c1ccccc1.O=[N+]([O-])c1ccccc1.O=[N+]([O-])c1ccccc1.O=[N+]([O-])c1ccccc1.O=[N+]([O-])c1ccccc1.O=[N+]([O-])c1ccccc1.BrCCBr.BrCCBr.BrCCBr
Kohn-Sham gap: 8.8589 eV
HOMO energy: -0.3599 hartree

XYZ file:
```
108
Properties=species:S:1:pos:R:3:mulliken_charge:R:1
Br -3.458 3.453 -7.421 -0.14
H 1.726 -2.333 0.442 0.02
H -0.994 0.155 0.596 -0.06
H -0.520 -0.782 -8.926 0.40
O 7.483 -2.148 -1.070 -0.61
C 4.003 2.631 -4.588 -0.62
H 1.892 3.292 3.690 0.33
C 1.867 2.744 4.624 -0.41
C -6.717 -0.109 2.152 -0.53
H 1.668 0.800 7.949 0.45
C 3.549 -1.934 1.424 -0.21
C 3.689 1.583 -3.759 0.01
H 0.470 -2.356 -4.380 0.51
C -2.219 -1.279 6.222 -0.61
Br -2.022 -6.913 -0.666 -0.17
C 3.670 3.917 -4.200 -0.38
H -8.310 2.853 1.766 0.37
H 1.672 -1.773 -8.438 0.45
H -0.177 1.413 -1.589 0.17
C 4.934 -1.906 1.387 -0.46
H 3.027 -1.885 2.375 0.53
H -2.757 4.323 -4.819 0.41
H 2.950 0.962 -1.838 0.60
C 0.263 -2.046 -5.397 0.06
C 3.032 4.137 -2.981 -0.62
O -3.328 -0.329 1.178 -0.50
H 2.378 3.296 -1.157 0.34
C -1.298 -4.323 0.141 -0.65
H -1.888 1.750 3.880 0.54
H -2.441 -5.651 1.415 0.36
H -0.730 -6.077 1.302 0.41
O 3.369 -2.541 -6.937 -0.61
C 1.533 2.720 7.010 -0.49
O 1.949 -1.311 6.883 -0.62
C -6.270 2.490 1.242 -0.57
H 3.837 4.739 -4.885 0.38
H -0.561 -4.328 -0.652 0.47
C 2.104 1.385 4.638 0.11
H -1.804 -1.551 -4.947 0.44
H -2.272 -2.143 6.872 0.39
C -5.487 0.268 1.644 0.02
Br -0.800 -3.055 1.512 -0.08
H -1.479 -2.415 4.559 0.39
H -2.840 0.090 7.739 0.50
C 0.001 0.201 0.172 0.78
O -4.703 -1.878 1.754 -0.64
C 0.908 -1.726 -7.673 -0.45
H -1.404 -0.456 3.053 -0.54
H 5.481 -1.620 2.273 0.50
C 2.777 3.062 -2.136 -0.49
H 1.148 0.195 -1.635 -0.67
C -1.699 -0.337 4.088 0.82
N 2.176 -0.733 5.849 1.14
C -0.996 -1.584 -5.661 -0.55
H 1.253 3.227 7.923 0.40
H -6.015 3.462 0.845 0.39
O 4.573 0.065 -5.235 -0.60
H -1.211 2.785 -6.463 0.36
H 2.899 -3.067 -1.719 0.42
C -5.245 1.561 1.218 -0.12
H 5.408 -2.848 -1.793 0.50
Br -1.020 -0.831 -2.232 -0.12
C 3.146 1.784 -2.511 -0.06
C -0.334 -1.200 -7.947 -0.54
H -2.190 -0.614 -7.222 0.45
C -2.353 1.062 5.883 -0.02
C 1.982 0.706 5.837 -0.01
C -2.437 3.291 -4.757 -0.56
O 2.542 -1.261 4.815 -0.65
C 2.799 -2.296 0.311 0.35
H 0.529 -0.689 0.485 -0.70
H -8.659 0.547 2.673 0.38
N -2.708 2.389 6.388 1.08
C -2.516 -0.027 6.715 -0.50
C -1.313 -1.202 -6.960 -0.74
H -6.847 -1.128 2.487 0.46
C 1.728 1.359 7.026 -0.45
C 1.198 -2.141 -6.397 -0.01
H 4.438 2.428 -5.557 0.49
O 2.644 -3.300 -5.060 -0.58
Br -0.773 3.166 -3.781 -0.07
C -2.246 2.680 -6.149 -0.41
C -1.767 -1.436 4.919 -0.67
O 7.629 -1.940 1.063 -0.61
O -2.898 3.265 5.569 -0.61
N -4.421 -0.717 1.523 1.12
N 2.515 -2.695 -6.109 1.12
Br 1.028 1.605 1.113 -0.21
C 5.538 -2.165 0.163 0.00
C -1.579 -5.673 0.758 -0.63
H 1.314 4.467 5.800 0.42
N 6.998 -2.080 0.046 1.01
H 2.731 5.143 -2.720 0.42
H -3.162 2.697 -4.213 0.34
N 3.895 0.222 -4.246 1.06
C 4.805 -2.614 -0.921 -0.42
H -4.239 1.814 0.912 0.47
H -2.248 -3.978 -0.267 0.38
H -2.417 1.607 -6.097 0.12
H 2.181 0.798 3.733 0.32
C -7.529 2.107 1.678 -0.49
C 0.144 0.418 -1.303 0.75
O 3.331 -0.672 -3.624 -0.54
C -7.735 0.830 2.187 -0.38
O -2.781 2.539 7.601 -0.62
C 1.546 3.410 5.807 -0.57
C 3.439 -2.724 -0.846 -0.94
C -1.968 0.923 4.572 -0.19
```

---

No. 2
Computed, not measured: a molecular structure, C42H42Cl3N9O6SSeTaTe at a distorted geometry, with ωB97M-V/def2-TZVPD.

Properties
⟨S²⟩: 0.766
Kohn-Sham gap (alpha / beta): 6.0636 / 6.1825 eV
HOMO energy (alpha / beta): -0.4343 / -0.4554 hartree
2S+1: 2
Charge: +2

XYZ file:
```
106
Properties=species:S:1:pos:R:3:mulliken_spin:R:1
H -1.688 4.820 -3.275 0.00
C -1.208 2.927 5.913 0.00
O -1.824 5.265 0.871 0.00
O -1.237 -0.557 2.256 0.01
C -0.050 2.517 6.510 0.00
Cl -1.157 -3.142 0.460 0.00
H -1.717 -0.225 6.957 0.00
H 3.787 -6.566 -4.131 0.00
C -0.350 4.017 -1.757 0.08
H -3.479 3.140 -2.677 0.01
C 2.667 0.579 0.480 0.00
S -3.672 0.929 2.993 -0.01
C -0.741 -2.927 2.154 0.00
H 1.869 -4.175 -5.615 0.00
N -1.286 2.417 -0.252 0.09
C 0.143 -2.304 -4.816 0.00
H 4.017 -4.644 -1.926 0.00
H -2.381 2.810 4.094 0.00
C 0.504 1.278 4.446 0.00
H 4.297 0.594 -2.281 0.00
H -1.474 0.003 -4.571 0.00
C -0.856 -1.919 4.287 0.00
H 1.726 -2.438 -0.012 0.00
H 0.483 4.645 -2.052 0.00
C 3.428 0.024 -2.576 0.00
H 3.852 -5.554 -5.548 0.00
C -0.257 3.188 -0.686 0.04
H -1.114 -2.311 8.093 0.00
H 3.397 4.177 -5.213 0.00
C -3.274 1.323 -0.659 0.25
C 1.004 0.568 -3.220 0.00
H -0.108 -4.214 6.715 0.00
O -1.921 5.119 3.220 0.00
H 0.645 3.218 -0.077 0.01
H -0.069 -4.996 2.093 0.00
N -2.840 0.621 0.389 0.02
H -1.880 1.711 -4.686 0.00
C -2.560 3.224 -2.120 0.07
C -1.387 -1.073 6.379 0.00
H -0.134 2.984 -5.278 0.00
N 1.299 0.439 3.856 0.00
N 1.925 1.134 6.282 0.00
C -2.388 2.351 -1.045 0.06
Te 0.166 -1.026 -2.085 0.00
H 0.209 2.861 7.520 0.00
H -4.929 -1.512 3.547 0.00
C -0.994 -2.246 7.023 0.00
C 2.458 -3.201 -1.885 0.00
C 0.565 2.421 -4.653 -0.01
H 3.012 1.256 -0.290 0.00
H 2.793 -3.810 0.138 0.00
C 2.787 2.038 -3.867 0.00
N -4.777 -1.442 2.572 0.00
H 2.924 0.929 1.490 0.00
H -4.799 1.788 -2.094 0.00
H -3.539 -1.294 0.297 0.00
C 2.605 -2.919 -0.438 0.00
C 0.101 1.324 -3.954 0.01
Ta -1.390 1.404 1.737 0.31
H 4.996 -5.257 -4.235 0.00
H 0.389 -1.260 -5.066 0.00
H 1.994 4.190 -6.273 0.00
N -3.701 -0.429 0.801 -0.01
C -4.606 1.055 -1.285 -0.01
C -0.087 -4.214 4.066 0.00
N -1.265 -0.889 5.077 0.00
H 0.053 -2.838 -5.757 0.00
H 3.116 -0.566 -1.734 0.00
H -1.801 0.895 -3.107 0.00
C -1.467 2.489 4.578 0.00
H -5.360 1.115 -0.502 0.01
C -0.437 -3.145 4.892 0.00
C 2.364 0.888 -3.190 0.00
C 3.068 -4.513 -3.838 0.00
Se 2.594 0.100 5.029 0.00
H -5.183 -2.124 1.963 0.00
C -0.919 -1.732 2.848 0.01
C 1.162 0.452 0.394 -0.02
H 3.830 2.312 -3.873 0.00
C 1.482 -2.598 -2.682 0.00
N -0.667 1.739 3.839 0.03
H -0.818 -2.381 -4.297 0.00
C 1.897 2.800 -4.599 0.00
C -0.483 -3.285 6.303 0.00
C 1.253 -2.940 -4.013 0.00
H 3.105 -0.398 0.269 0.00
H 3.765 -0.694 -3.345 0.00
O 0.536 1.181 1.331 -0.01
H -1.916 3.610 6.333 0.00
C -1.361 0.964 -4.090 0.00
C 3.954 -5.545 -4.472 0.00
O -0.462 3.691 1.954 0.00
C -0.249 -4.115 2.721 0.00
Cl 0.534 -5.652 4.753 0.00
C 2.313 4.103 -5.219 0.00
Cl -1.739 4.435 2.006 0.00
H 1.864 4.929 -4.659 0.00
C -1.578 4.107 -2.440 0.02
O -2.647 3.295 1.929 0.00
C 0.840 1.665 5.800 0.00
C 2.066 -3.913 -4.576 0.00
C -4.058 -0.423 2.103 0.01
H 3.449 -2.264 -0.245 0.00
H -4.646 0.044 -1.686 0.01
N 0.398 -0.263 -0.329 0.02
C 3.242 -4.164 -2.506 0.00
```

---

E_tot
In order: -497984.883; -192506.680
Unit: eV